## 1
Here is 2 unconnected molecules or ions with the total composition C3H9S2 from OMol25. Energies are from wB97M-V/def2-TZVPD.

XYZ file:
```
14
Properties=species:S:1:pos:R:3:lowdin_charge:R:1
S 1.88741 -1.12146 0.80139 0.035
H 2.71779 -1.88104 1.52905 -0.424
C -0.26933 -0.29636 -1.59838 -0.182
C -0.89054 -0.10758 -0.25626 -0.434
C -0.31361 1.08985 0.46125 -0.737
S -0.50679 1.12109 2.21291 0.581
H -0.81411 -1.15643 -2.00666 0.065
H 0.77970 -0.54209 -1.59804 0.009
H -0.48723 0.55393 -2.27861 0.073
H -1.98917 -0.00059 -0.35782 0.101
H -0.69762 -1.02724 0.32783 0.046
H -0.72773 2.05339 0.11328 0.059
H 0.78766 1.10788 0.28732 0.010
H 0.52356 0.20665 2.36275 -0.201
```

Computed properties:
Total charge = -1
HOMO energy = -3.04 eV
M = 109.2 g/mol
Orbital gap = 6.639 eV

---

## 2
Here is 2 unconnected molecules or ions with the total composition C3H9S2 from OMol25. Energies are from wB97M-V/def2-TZVPD.

XYZ file:
```
14
Properties=species:S:1:pos:R:3:lowdin_charge:R:1
C -3.53710 0.17373 0.39102 -0.514
S -2.69591 1.76833 0.66378 0.516
H -4.20946 0.31249 -0.44876 -0.001
H -4.14783 -0.04032 1.27007 0.003
H -2.81508 -0.62186 0.24421 0.019
C 2.93951 -0.62909 -0.75136 -0.262
C 1.88425 -0.23806 0.28640 -0.838
S 0.68255 0.94917 -0.36092 0.204
H 2.47829 -1.02211 -1.66290 0.043
H 3.49029 0.26033 -1.04834 0.040
H 3.64163 -1.36847 -0.35501 0.043
H 2.43513 0.20105 1.11925 0.021
H 1.40294 -1.16307 0.64259 0.030
H -1.54919 1.41788 0.00999 -0.304
```

Computed properties:
Total charge = -1
HOMO energy = -2.58 eV
M = 109.2 g/mol
Orbital gap = 6.060 eV

---

## 3
Here is a molecular structure, C3H9S2 from OMol25. Energies are from wB97M-V/def2-TZVPD.

XYZ file:
```
14
Properties=species:S:1:pos:R:3:lowdin_charge:R:1
C -0.62043 1.86686 2.13831 -0.690
S 1.09369 1.28353 2.30880 0.171
H -0.71303 2.75363 1.39536 0.016
H -1.15609 1.84501 3.23530 0.048
H -1.07992 1.09966 1.48469 -0.078
C -0.11994 -1.03324 -2.23169 -0.205
C 0.76552 -0.99382 -0.94191 -0.587
S -0.16375 -1.21975 0.69762 0.464
H -0.25393 -2.11637 -2.40442 0.050
H -1.17509 -0.80541 -2.01893 0.037
H 0.14963 -0.42174 -3.12951 0.062
H 1.45567 -0.16744 -1.03779 0.050
H 1.28210 -1.92896 -0.93750 0.001
H 0.53556 -0.16196 1.44168 -0.340
```

Computed properties:
Total charge = -1
HOMO energy = -2.84 eV
M = 109.2 g/mol
Orbital gap = 6.580 eV

---

1 is the most stable structure; the next one sits 0.0125 hartree above it.

---

## 1
Here is a single C2H4N2O2 molecule from OMol25. Energies are from wB97M-V/def2-TZVPD.

XYZ file:
```
10
Properties=species:S:1:pos:R:3:lowdin_charge:R:1
C 1.64712 0.36970 -0.42164 -0.019
N 1.23234 -0.79548 -0.06597 -0.002
O 0.04617 -1.01945 0.63071 -0.048
C -0.67585 0.05732 0.77848 -0.387
N -1.72050 0.42903 0.31382 0.042
O -2.54616 -0.42516 -0.54437 -0.073
H 2.71742 0.10058 -0.76614 0.112
H 1.26270 1.37535 -0.27855 0.073
H -0.16361 0.97420 1.28897 0.161
H -1.79964 -1.06609 -0.93531 0.142
```

Computed properties:
SMILES = C=NO/C=N\O
HOMO energy = -10.39 eV
M = 88.1 g/mol
Orbital gap = 11.127 eV

---

## 2
Here is 2 unconnected molecules or ions with the total composition C2H4N2O2 from OMol25. Energies are from wB97M-V/def2-TZVPD.

XYZ file:
```
10
Properties=species:S:1:pos:R:3:lowdin_charge:R:1
H 0.05814 -1.28431 -0.67899 0.033
N 1.00935 -0.97936 -0.82183 0.087
C 1.84028 -0.55087 0.01950 -0.380
O 1.80802 0.47406 0.89744 0.020
H 2.81034 -1.05057 0.02609 0.110
H 0.90641 0.85639 0.79550 0.049
N -0.98568 0.72514 0.77352 0.106
C -1.87013 0.62654 -0.11246 -0.310
O -2.30431 -0.02882 -0.96862 0.174
H -1.14609 -0.15000 1.28568 0.110
```

Computed properties:
SMILES = [H]/N=C\O.N=C=O
HOMO energy = -9.05 eV
M = 88.1 g/mol
Orbital gap = 8.330 eV

---

## 3
Here is a single C2H4N2O2 molecule from OMol25. Energies are from wB97M-V/def2-TZVPD.

XYZ file:
```
10
Properties=species:S:1:pos:R:3:lowdin_charge:R:1
N 1.88287 0.22126 0.10021 0.166
C 0.63196 -0.29268 0.03321 -0.582
O 0.39057 -1.41270 -0.42996 0.024
N -0.31663 0.61901 0.54203 0.114
C -1.54700 0.46062 0.21455 -0.239
O -2.08949 -0.47149 -0.55098 0.080
H 2.66136 -0.35563 -0.17349 0.111
H 2.03448 1.13956 0.48824 0.104
H -2.28359 1.18338 0.56832 0.132
H -1.36453 -1.09133 -0.79213 0.091
```

Computed properties:
SMILES = NC(=O)/N=C\O
HOMO energy = -10.18 eV
M = 88.1 g/mol
Orbital gap = 11.088 eV

---

3 is the most stable structure; the next one sits 0.1142 hartree above it.

---

## 1
Here is a single C2H4N2O2 molecule from OMol25. Energies are from wB97M-V/def2-TZVPD.

XYZ file:
```
10
Properties=species:S:1:pos:R:3:lowdin_charge:R:1
C 0.40014 -0.33021 2.24568 0.037
N -0.50971 -0.52658 1.30323 0.095
O 0.28155 -0.51267 -0.04529 -0.093
C -0.54661 0.17027 -0.95985 -0.623
N 0.00341 0.27841 -2.14726 0.114
O -1.78029 0.29317 -0.61849 -0.021
H 1.43017 -0.25448 2.00737 0.069
H 0.03319 -0.52367 3.17424 0.040
H -0.46619 0.96239 -2.90282 0.184
H 1.15433 0.44336 -2.05681 0.198
```

Computed properties:
SMILES = C=NOC(N)=O
HOMO energy = -9.82 eV
M = 88.1 g/mol
Orbital gap = 10.442 eV

---

## 2
Here is a single C2H4N2O2 molecule from OMol25. Energies are from wB97M-V/def2-TZVPD.

XYZ file:
```
10
Properties=species:S:1:pos:R:3:lowdin_charge:R:1
O 0.17773 -2.99211 0.21981 0.050
C 0.16716 -2.13357 -0.61080 -0.366
N 0.37727 -0.80604 -0.39454 0.013
N 0.70345 -0.34592 0.86873 -0.035
C 0.15736 1.05062 1.19194 -0.096
O 1.47748 0.83356 0.81208 -0.050
H -0.04637 -2.30888 -1.68377 0.129
H 0.35318 -0.13985 -1.15936 0.143
H -0.49693 1.50220 0.45781 0.106
H -0.01916 1.25630 2.23742 0.106
```

Computed properties:
SMILES = O=CNN1CO1
HOMO energy = -9.79 eV
M = 88.1 g/mol
Orbital gap = 10.550 eV

---

## 3
Here is a single C2H4N2O2 molecule from OMol25. Energies are from wB97M-V/def2-TZVPD.

XYZ file:
```
10
Properties=species:S:1:pos:R:3:lowdin_charge:R:1
O -1.03830 -1.49492 -0.12472 0.026
C -1.31376 -0.30291 0.00548 -0.292
N -0.46907 0.74289 0.09895 0.075
C 0.92183 0.79093 -0.07654 -0.182
N 1.79663 -0.13533 -0.09877 -0.023
O 1.55016 -1.42809 0.13718 -0.045
H -2.34746 0.05234 0.11181 0.138
H -0.97506 1.60960 0.19382 0.134
H 1.28883 1.80822 -0.23175 0.119
H 0.58621 -1.64272 -0.01546 0.049
```

Computed properties:
SMILES = O=CN/C=N\O
HOMO energy = -9.29 eV
M = 88.1 g/mol
Orbital gap = 9.637 eV

---

## 4
Here is a molecular structure, C2H4N2O2 from OMol25. Energies are from wB97M-V/def2-TZVPD.

XYZ file:
```
10
Properties=species:S:1:pos:R:3:lowdin_charge:R:1
C 1.00014 -0.33049 0.16974 -0.158
N 0.06274 0.72940 0.50191 -0.053
C 0.03573 -0.58987 -0.94549 -0.317
N -1.28800 0.17736 1.16380 0.044
O -2.20371 0.85245 0.88671 0.047
O -0.86676 -1.45964 -0.84176 -0.050
H 0.13930 1.68502 0.16886 0.121
H 1.97005 0.03190 -0.17203 0.116
H 1.04096 -1.12337 0.92001 0.124
H 0.10956 0.02724 -1.85176 0.125
```

Computed properties:
HOMO energy (alpha / beta) = -9.23 / -9.23 eV
M = 88.1 g/mol
Orbital gap (alpha / beta) = 8.928 / 8.929 eV

---

3 is the most stable structure; the next one sits 0.0480 hartree above it.

---

## 1
Here is a single C2H4N2O2 molecule from OMol25. Energies are from wB97M-V/def2-TZVPD.

XYZ file:
```
10
Properties=species:S:1:pos:R:3:lowdin_charge:R:1
H 2.47390 0.44089 -0.62792 0.121
N 1.67660 0.02223 -1.23555 0.152
C 0.65464 0.05953 -0.58029 -0.483
N -0.70815 -0.36000 -1.06579 0.090
O -1.47771 0.28094 0.06985 -0.111
C -0.65789 -0.18276 1.18959 -0.181
O 0.56454 0.35521 0.79442 -0.009
H -1.07752 0.20145 -1.94748 0.179
H -1.04624 0.38120 1.93791 0.101
H -0.40218 -1.19868 1.46524 0.141
```

Computed properties:
SMILES = [H]/N=C1/NOCO1
HOMO energy = -9.81 eV
M = 88.1 g/mol
Orbital gap = 10.668 eV

---

## 2
Here is a single C2H4N2O2 molecule from OMol25. Energies are from wB97M-V/def2-TZVPD.

XYZ file:
```
10
Properties=species:S:1:pos:R:3:lowdin_charge:R:1
N 1.98327 0.31778 -0.02274 0.005
N 1.31274 -0.83377 -0.06895 -0.042
C 0.07642 -0.83866 -0.05931 -0.234
O -0.53414 0.38520 -0.00106 -0.016
C -1.90921 0.41079 -0.10958 -0.279
O -2.61352 -0.54559 0.12889 0.075
H 2.91566 0.17690 0.35901 0.092
H 1.52930 1.15345 0.35713 0.093
H -0.61610 -1.70579 -0.20169 0.146
H -2.14442 1.47967 -0.38170 0.159
```

Computed properties:
SMILES = N/N=C\OC=O
HOMO energy = -9.00 eV
M = 88.1 g/mol
Orbital gap = 9.906 eV

---

2 is the most stable structure; the next one sits 0.0684 hartree above it.

---

## 1
Here is 2 unconnected molecules or ions with the total composition C5H15NO from OMol25. Energies are from wB97M-V/def2-TZVPD.

XYZ file:
```
22
Properties=species:S:1:pos:R:3:lowdin_charge:R:1
C -1.77295 -0.43385 0.52400 -0.152
N -1.13842 0.38456 -0.48624 -0.112
C 0.10607 0.06939 -1.19542 -0.164
C 1.14079 -0.88845 -0.37059 -0.387
C 2.35053 -0.04246 0.01973 -0.081
C 1.36336 -2.19114 -1.08282 -0.092
H -1.26696 -1.31988 0.90534 0.068
H -2.01530 0.06154 1.49668 0.068
H -2.75570 -0.78529 0.18913 0.070
H -1.27091 1.35335 -0.23539 0.082
H -0.10122 -0.49723 -2.11433 0.097
H 0.61457 1.02592 -1.36476 0.101
H 0.52928 -1.00971 0.48517 0.071
H 2.81622 -0.23994 0.98419 0.069
H 3.26107 -0.17476 -0.62167 0.085
H 2.16122 1.01788 -0.13621 0.061
H 1.52822 -3.02159 -0.35840 0.083
H 0.72205 -2.68284 -1.81125 0.072
H 2.34867 -2.16271 -1.55578 0.069
O -1.73128 2.78625 2.07652 -0.062
H -2.53822 2.29196 1.89175 0.029
H -1.00014 2.16120 2.13272 0.027
```

Computed properties:
SMILES = CNCC(C)C.O
HOMO energy = -8.37 eV
M = 105.2 g/mol
Orbital gap = 9.142 eV

---

## 2
Here is 2 unconnected molecules or ions with the total composition C5H15NO from OMol25. Energies are from wB97M-V/def2-TZVPD.

XYZ file:
```
22
Properties=species:S:1:pos:R:3:lowdin_charge:R:1
C 0.17401 2.06135 2.07351 -0.110
C -0.34020 1.29493 0.85429 -0.242
C 0.29078 -0.11092 0.79241 -0.257
N 0.33101 -0.70413 -0.51470 -0.127
C -0.94673 -1.05700 -1.14141 -0.268
C -1.40876 -0.09755 -2.23711 -0.093
H -0.58503 2.77379 2.37635 0.064
H 0.30094 1.38574 2.91613 0.069
H 1.13367 2.53707 1.92874 0.071
H -0.03773 1.76318 -0.09103 0.100
H -1.42835 1.24612 0.78724 0.103
H 1.31021 -0.07854 1.17449 0.110
H -0.23150 -0.79461 1.47348 0.126
H 1.05153 -0.71090 -1.21573 0.118
H -1.67117 -1.18597 -0.35146 0.103
H -0.85377 -2.06108 -1.57616 0.107
H -2.49777 -0.14393 -2.32930 0.069
H -1.07361 -0.45784 -3.21334 0.065
H -1.08716 0.92804 -2.11467 0.059
O 2.79371 -2.02085 0.37434 -0.082
H 2.85003 -2.89067 -0.04547 0.036
H 1.92589 -1.67623 0.07942 -0.020
```

Computed properties:
SMILES = CCCNCC.O
HOMO energy = -8.54 eV
M = 105.2 g/mol
Orbital gap = 9.529 eV

---

2 is the most stable structure; the next one sits 0.0352 hartree above it.

---

## 1
Here is a single C3H6N4 molecule from OMol25. Energies are from wB97M-V/def2-TZVPD.

XYZ file:
```
13
Properties=species:S:1:pos:R:3:lowdin_charge:R:1
N 1.48996 1.17741 0.89950 0.070
C 0.64819 0.74047 -0.12517 -0.356
N 0.61902 1.21998 -1.37839 0.074
C -0.27227 0.53265 -2.04754 -0.231
N -0.87963 -0.41553 -1.27988 0.080
C -0.34704 -0.36881 -0.03105 -0.291
N -0.75916 -1.16058 1.03973 0.085
H 0.96658 1.48175 1.71355 0.076
H 2.07188 1.93494 0.56315 0.078
H -0.50620 0.69167 -3.07949 0.101
H -1.60264 -1.05044 -1.57322 0.151
H -0.12991 -1.05207 1.82454 0.079
H -0.83596 -2.14084 0.78815 0.083
```

Computed properties:
SMILES = Nc1nc[nH]c1N
HOMO energy = -6.82 eV
M = 98.1 g/mol
Orbital gap = 7.686 eV

---

## 2
Here is 2 unconnected molecules or ions with the total composition C3H6N4 from OMol25. Energies are from wB97M-V/def2-TZVPD.

XYZ file:
```
13
Properties=species:S:1:pos:R:3:lowdin_charge:R:1
H 2.00029 -0.29670 3.16780 0.068
N 1.46163 -0.02149 2.34914 0.118
C 0.66543 -0.88855 1.90180 -0.218
C -0.60892 -0.48160 1.26671 -0.193
N -1.67009 -0.06423 1.05077 0.157
H 0.58471 -1.91029 2.30224 0.113
H -1.57944 -0.62103 -0.81766 0.006
N -0.77581 -1.00384 -1.36157 0.012
N 0.03416 -0.31072 -1.98200 -0.137
C -0.02626 1.11994 -1.95584 -0.140
H 0.98179 1.49036 -2.14210 0.069
H -0.64399 1.49274 -2.77560 0.079
H -0.42349 1.49541 -1.00367 0.066
```

Computed properties:
SMILES = [H]/N=C/C#N.[H]/N=N\C
HOMO energy = -8.59 eV
M = 98.1 g/mol
Orbital gap = 8.238 eV

---

## 3
Here is a single C3H6N4 molecule from OMol25. Energies are from wB97M-V/def2-TZVPD.

XYZ file:
```
13
Properties=species:S:1:pos:R:3:lowdin_charge:R:1
C 0.19027 -0.56902 -2.15160 -0.019
C 0.06741 -0.33611 -0.69138 -0.347
N -0.23196 0.86227 -0.05636 0.137
C -0.19820 0.55966 1.23720 -0.508
N -0.51833 1.53861 2.22250 0.104
N 0.08836 -0.69709 1.54050 0.087
N 0.11541 -1.21445 0.28841 0.006
H -0.56762 -1.22923 -2.60105 0.085
H 1.18793 -0.97727 -2.37650 0.083
H 0.15954 0.41416 -2.61702 0.078
H -0.00502 1.34593 3.03441 0.049
H -0.41909 2.52057 1.92870 0.092
H 0.13130 -2.21803 0.24219 0.153
```

Computed properties:
SMILES = Cc1nc(N)n[nH]1
HOMO energy = -8.68 eV
M = 98.1 g/mol
Orbital gap = 9.582 eV

---

## 4
Here is a single C3H6N4 molecule from OMol25. Energies are from wB97M-V/def2-TZVPD.

XYZ file:
```
13
Properties=species:S:1:pos:R:3:lowdin_charge:R:1
N -2.19600 -0.61920 -0.33747 -0.017
C -1.36109 0.39239 0.33482 -0.235
C 0.13088 0.11667 0.17217 -0.285
C 1.22283 0.90215 -0.09316 -0.045
N 2.25350 -0.00284 -0.14831 -0.027
N 1.83644 -1.24237 0.07928 -0.026
N 0.56498 -1.18863 0.25740 0.024
H -1.93157 -1.51896 0.10406 0.067
H -1.87346 -0.69119 -1.29223 0.057
H -1.68875 1.36601 0.03048 0.094
H -1.59177 0.37121 1.41980 0.115
H 1.36527 1.96442 -0.28554 0.116
H 3.26875 0.15033 -0.24129 0.161
```

Computed properties:
SMILES = NCc1c[nH]nn1
HOMO energy = -9.41 eV
M = 98.1 g/mol
Orbital gap = 10.205 eV

---

3 is the most stable structure; the next one sits 0.0059 hartree above it.